1.
C2HClO2 | the ωB97M-V functional and the def2-TZVPD basis

Positions of all 6 atoms, in Å:
C 1.2222 0.5056 0.4949
C -0.6600 -0.4751 -0.5877
O 0.9451 1.4766 -0.0479
O 1.5251 -0.5067 0.9414
Cl -1.7337 -1.1158 0.4757
H -1.2987 0.1154 -1.2765

Computed properties:
Frontier orbital gap = 0.30580 Eh
Calculated total energy = -18704.375 eV
LUMO = -0.038 Eh
Energy relative to the best compared isomer or geometry (same formula, charge and spin) = 235.0 kJ/mol



2.
C6H17ClN2Si | the ωB97M-V functional and the def2-TZVPD basis

Positions of all 27 atoms, in Å:
C 1.0522 -2.9622 1.4702
C -2.0745 1.2628 1.7097
C 0.9246 0.9586 -2.4878
C -1.0129 2.0303 -1.8253
C 1.2272 -2.1860 0.1246
C -1.2287 0.1397 1.0809
N 1.9043 -0.9240 0.2548
N -0.0120 1.1836 -1.3585
Si 0.3397 0.7123 0.2472
Cl 1.5237 2.0068 1.3171
H 1.9103 -2.9532 2.1208
H 0.2942 -2.5562 2.1341
H 0.8122 -4.0102 1.4013
H -2.3008 2.0721 0.9347
H -2.9767 0.9295 2.0416
H -1.5061 1.7291 2.4412
H 0.3819 0.6135 -3.3728
H 1.5711 1.8357 -2.4858
H 1.4625 0.0364 -2.1362
H -1.6911 2.5793 -1.1079
H -0.5979 2.8822 -2.3177
H -1.5760 1.3963 -2.5252
H 1.6512 -2.7431 -0.7902
H 0.2197 -2.0302 -0.1995
H -1.7058 -0.4471 0.2887
H -0.9225 -0.6136 1.7934
H 2.3302 -0.9424 1.2466

Computed properties:
Frontier orbital gap = 0.33106 Eh
Calculated total energy = -29878.078 eV
SMILES string = CCN[Si@](Cl)(CC)N(C)C
LUMO = 0.027 Eh
Energy relative to the best compared isomer or geometry (same formula, charge and spin) = 177.5 kJ/mol



3.
C13H21BF4N5OS2Tc | the ωB97M-V functional and the def2-TZVPD basis

Positions of all 48 atoms, in Å:
Tc -0.6587 -0.2147 1.0656
C -3.2831 -3.3211 -2.0846
S -2.8696 -3.8243 -0.4031
C -2.1265 -2.2924 0.0985
S -0.4018 -2.1142 -0.0424
N -2.9610 -1.4029 0.5672
N -2.4369 -0.1649 0.9637
C -2.2861 -0.1175 2.2419
C -1.5142 0.9793 2.8028
C -1.8370 1.5329 4.0317
C -1.0637 2.6017 4.4759
C -0.0009 3.0472 3.6914
C 0.2483 2.4040 2.4871
N -0.4891 1.3791 2.0237
H -3.8017 -4.1419 -2.5875
H -2.3794 -3.0853 -2.6530
H -3.9428 -2.4492 -2.0763
H -2.6808 -0.8873 2.9255
H -2.6781 1.1664 4.6066
H -1.2891 3.0873 5.4202
H 0.6211 3.8764 4.0077
H 1.0677 2.7042 1.8408
F -0.2534 2.7430 -1.6017
B -1.2298 2.5863 -0.5358
F -1.1218 3.7034 0.3883
F -2.5674 2.5553 -1.1046
F -0.9763 1.3434 0.1746
C 3.1594 0.4347 0.4754
N 2.8226 0.0232 -0.8752
C 3.5193 0.7403 -1.9341
C 1.5405 -0.4766 -1.0764
O 0.6616 -0.3716 -0.2203
N 1.3053 -1.1013 -2.2964
C 2.2866 -2.0072 -2.8766
C -0.0772 -1.3958 -2.6242
H 4.2469 0.4362 0.5931
H 2.7258 -0.2565 1.2044
H 2.7621 1.4384 0.6561
H 3.3822 1.8154 -1.7773
H 3.1376 0.5040 -2.9293
H 4.5844 0.4979 -1.8822
H 3.2954 -1.8427 -2.4930
H 2.2818 -1.8822 -3.9630
H 2.0046 -3.0356 -2.6271
H -0.7308 -0.5828 -2.2939
H -0.3780 -2.3199 -2.1211
H -0.1767 -1.5114 -3.7073
H 0.5587 -0.8007 2.0441

Computed properties:
Frontier orbital gap (alpha / beta) = 0.21369 / 0.21927 Eh
Calculated total energy = -58723.838 eV
Net charge = +1
Multiplicity = 2
LUMO (alpha / beta) = -0.221 / -0.210 Eh
Energy relative to the best compared isomer or geometry (same formula, charge and spin) = 26.7 kJ/mol



4.
C13H13FN4O3S | the ωB97M-V functional and the def2-TZVPD basis

Positions of all 35 atoms, in Å:
C 2.1323 -3.2109 -4.3450
C 2.2109 -1.9941 -3.4352
H 3.0626 -1.3642 -3.7115
H 1.2873 -1.4126 -3.4719
O 2.3500 -2.3826 -2.0677
C 3.5744 -2.6324 -1.6258
O 4.5777 -2.5431 -2.2823
C 3.5906 -3.0317 -0.1627
H 4.0284 -2.2167 0.4150
H 4.1971 -3.9287 -0.0410
S 1.9484 -3.3924 0.5235
C 1.3625 -1.7730 0.6737
N 2.1016 -0.7018 0.4612
N 1.2541 0.3187 0.7032
C 0.0567 -0.1864 1.0507
N 0.0874 -1.5023 1.0435
N -1.0501 0.5571 1.3761
C -1.0847 1.9270 1.3656
O -0.1200 2.5898 1.0374
C -2.3814 2.5305 1.7640
C -2.6620 3.8102 1.2858
C -3.8431 4.4439 1.6153
C -4.7364 3.7870 2.4444
C -4.4732 2.5264 2.9538
C -3.2916 1.8980 2.6091
H -3.0765 0.9286 3.0334
H -5.1869 2.0562 3.6115
F -5.8897 4.3922 2.7737
H -4.0768 5.4298 1.2467
H -1.9358 4.2933 0.6503
H -1.8715 0.0107 1.5886
H 1.5134 1.2918 0.6193
H 3.0662 -3.7661 -4.3030
H 1.3194 -3.8614 -4.0313
H 1.9585 -2.8907 -5.3682

Computed properties:
Frontier orbital gap = 0.31079 Eh
Calculated total energy = -39348.614 eV
SMILES string = CCOC(=O)CSc1n[nH]c(NC(=O)c2ccc(F)cc2)n1
LUMO = 0.003 Eh



5.
C6H18N2P | the ωB97M-V functional and the def2-TZVPD basis

Positions of all 27 atoms, in Å:
C 2.7784 1.5429 0.6179
C -4.0372 0.5828 0.5931
C 1.8214 -1.6849 -0.3837
C 0.7734 -0.3301 1.4197
C 1.8935 0.9293 -0.4813
C -2.8292 -0.3811 0.5230
N -0.2358 -0.4216 -0.7481
N 1.0038 -0.3976 -0.0382
P -1.5652 0.6421 -0.4897
H 2.1997 1.7365 1.5463
H 3.6006 0.9055 0.9965
H 3.1132 2.5627 0.2376
H -3.6979 1.5513 0.7544
H -4.6671 0.4485 -0.2772
H -4.7050 0.2828 1.3491
H 2.1807 -2.0699 0.5747
H 1.2882 -2.3979 -0.8951
H 2.6054 -1.5291 -1.0630
H 0.3402 0.6091 1.7573
H -0.0828 -1.1006 1.7075
H 1.6614 -0.5929 2.0312
H 2.3887 0.7358 -1.4186
H 1.3057 1.6646 -0.7496
H -3.1994 -1.3047 0.0093
H -2.3869 -0.6607 1.4866
H -0.7676 -1.7289 -0.2263
H -2.1418 0.3187 -1.7747

Computed properties:
Frontier orbital gap = 0.34059 Eh
Calculated total energy = -18771.517 eV
Net charge = +1
LUMO = -0.140 Eh
Energy relative to the best compared isomer or geometry (same formula, charge and spin) = 529.4 kJ/mol



> What is the calculated total energy in the first record?

-18704.375 eV



> Which value of calculated total energy does entry 5 give?

-18771.517 eV



> calculated total energy of number 1 (C2HClO2)?

-18704.375 eV